{"formula": "C14H48O10", "method": "ωB97M-V/def2-TZVPD", "total_charge": 0, "total_energy_ev": -35767.96623, "smiles": "CCO.CCO.CCO.CCO.CCO.CCO.CO.CO.O.O", "relative_energy_ev": 3.002, "e_homo_ev": -10.1, "lumo_energy_ha": 0.019, "species": ["O", "O", "O", "O", "O", "O", "O", "O", "O", "O", "C", "C", "C", "C", "C", "C", "C", "C", "C", "C", "C", "C", "C", "C", "H", "H", "H", "H", "H", "H", "H", "H", "H", "H", "H", "H", "H", "H", "H", "H", "H", "H", "H", "H", "H", "H", "H", "H", "H", "H", "H", "H", "H", "H", "H", "H", "H", "H", "H", "H", "H", "H", "H", "H", "H", "H", "H", "H", "H", "H", "H", "H"], "positions_angstrom": [[3.9215, -4.2231, -1.8787], [0.8150, 1.3816, 1.4898], [4.4949, -2.5984, 1.4224], [-3.6210, -3.7822, 0.6343], [0.1332, 3.6483, -0.1169], [3.9797, 5.0015, 2.1639], [0.5760, -3.4959, 1.1160], [-1.3744, 1.2905, -0.3433], [-6.0450, -0.1162, -1.1918], [-6.0331, 3.6662, -2.1663], [-2.6042, -0.7696, 0.1557], [0.1515, 1.8350, 2.6471], [-4.5004, 3.6172, -0.1985], [4.6652, -0.3622, 2.5627], [4.1425, -2.7748, -2.0942], [-4.7490, 4.0778, -1.6000], [0.9845, -5.2288, -0.5185], [4.0680, -1.2484, 1.3583], [-2.1994, 0.2135, -0.9130], [2.7818, -2.0551, -2.2013], [3.9776, 3.3452, 0.4530], [0.0738, -4.0572, -0.1235], [-6.8341, -0.5533, -2.2915], [3.1840, 3.9590, 1.6026], [3.4041, 2.6136, -0.0996], [2.8437, -0.9463, -2.3352], [-2.9767, -0.3697, 1.0603], [4.9008, 4.6331, 2.1339], [5.7577, -0.3132, 2.5282], [4.1200, 0.6103, 2.6015], [-3.6503, -4.2322, 1.4687], [1.0338, 2.2136, 1.0217], [-1.7017, -1.2414, 0.5057], [5.4087, -2.5674, 1.5519], [-3.9217, 3.7631, -2.2431], [2.9578, -1.2877, 1.3053], [-0.0344, -3.2910, -0.9256], [4.4094, -0.8578, 0.3810], [1.1302, -5.9857, 0.2274], [-6.2667, 2.7629, -1.8659], [-0.5734, 3.0135, -0.3946], [0.5006, -5.7904, -1.3195], [-0.6360, 1.0683, 2.8839], [-0.1153, 4.5661, -0.2865], [-0.9256, -4.4854, 0.1271], [-4.8244, 5.1759, -1.7451], [2.2596, -2.2181, -1.2324], [2.1721, -2.4719, -2.9922], [-3.1320, 0.6818, -1.3158], [-6.6218, -1.5628, -2.6461], [-3.2543, -1.5623, -0.1783], [-1.6001, -0.2765, -1.6460], [-3.7342, 4.3091, 0.3110], [4.6848, -4.5213, -1.3621], [-6.0602, -0.9311, -0.6576], [0.7925, 1.9323, 3.4987], [-0.3325, 2.7480, 2.3733], [-7.8703, -0.4923, -2.1159], [4.8494, 2.8294, 0.9380], [-4.1078, 2.6017, -0.2233], [4.3192, -0.8856, 3.4581], [2.2535, 4.3658, 1.1735], [-5.4448, 3.5973, 0.3366], [-6.6225, 0.1483, -3.1261], [2.9949, 3.1794, 2.3439], [1.4771, -3.1547, 0.9532], [4.7616, -2.7357, -2.9834], [-2.8885, -3.1821, 0.6060], [-0.6389, 0.9738, 0.2475], [1.9028, -4.8403, -0.9233], [4.6895, -2.4725, -1.1927], [4.3215, 4.1178, -0.1945]], "mulliken_charge": [-0.539, -0.228, -0.495, -0.612, -0.541, -0.547, -0.591, -0.472, -0.417, -0.537, -1.084, -0.779, -0.714, -1.126, -0.038, -0.214, -1.038, 0.250, -0.347, -0.702, -1.201, 0.116, -0.715, 0.277, 0.310, 0.343, 0.343, 0.338, 0.411, 0.137, 0.314, 0.058, 0.374, 0.283, 0.220, -0.018, 0.137, 0.129, 0.317, 0.274, 0.396, 0.395, 0.224, 0.254, 0.246, 0.308, -0.102, 0.369, 0.215, 0.330, 0.403, 0.263, 0.244, 0.290, 0.258, 0.288, 0.328, 0.326, 0.346, 0.019, 0.397, 0.049, 0.377, 0.228, 0.055, 0.348, 0.290, 0.345, 0.252, 0.107, 0.087, 0.390]}

***

{"formula": "C14H52F6N2O11P", "method": "ωB97M-V/def2-TZVPD", "total_charge": -1, "total_energy_ev": -66464.59746, "relative_energy_ev": 1.388, "e_homo_ev": -6.9, "lumo_energy_ha": 0.089, "species": ["P", "F", "F", "F", "F", "F", "F", "O", "O", "O", "O", "O", "O", "O", "O", "O", "O", "O", "N", "N", "C", "C", "C", "C", "C", "C", "C", "C", "C", "C", "C", "C", "C", "C", "H", "H", "H", "H", "H", "H", "H", "H", "H", "H", "H", "H", "H", "H", "H", "H", "H", "H", "H", "H", "H", "H", "H", "H", "H", "H", "H", "H", "H", "H", "H", "H", "H", "H", "H", "H", "H", "H", "H", "H", "H", "H", "H", "H", "H", "H", "H", "H", "H", "H", "H", "H"], "positions_angstrom": [[0.6098, -0.3067, -0.1475], [-0.6957, 0.6510, -0.1255], [0.0980, -1.0827, 1.2152], [1.7865, -1.3877, -0.2611], [-0.3231, -1.3027, -1.0602], [1.4489, 0.7085, 0.7433], [1.1006, 0.4029, -1.5037], [1.3155, -5.7151, -2.4451], [4.1942, 0.7789, -0.8716], [2.3276, -2.8162, 5.2472], [3.2774, -1.0011, 2.0143], [1.0397, -3.9035, -0.1701], [-3.5090, 3.3792, 2.4783], [2.7842, 1.6569, 3.1938], [-4.4560, -1.5459, -0.0526], [0.2618, 3.1317, -0.8922], [1.6728, 3.5936, -3.2368], [0.3468, 3.1438, 1.9466], [2.9977, 1.1825, -5.7509], [-1.7972, 0.9741, 3.3135], [1.8711, 3.2864, -6.3553], [0.4067, -5.2622, -3.4698], [-4.2496, 4.5045, 2.8020], [-3.3485, -2.1048, -0.7699], [0.1119, -2.3807, 4.4718], [0.6565, -3.7701, -3.7009], [-3.9515, 2.2248, 3.1450], [-3.9278, -0.2914, 3.1415], [-3.1551, 0.9871, 2.7710], [0.9740, -3.2487, 5.4083], [1.8615, 2.3980, -3.9513], [-2.7070, -3.1103, 0.1581], [2.7803, 4.3078, -2.7562], [2.6377, 2.5220, -5.2836], [3.3587, 4.7306, -3.5840], [2.4559, 5.1551, -2.1536], [3.6207, 1.3280, 3.5417], [0.8893, -4.2665, 0.7078], [0.2886, -3.3232, -4.6320], [-4.0184, 2.3509, 4.2358], [-4.9910, 2.0664, 2.8187], [0.0992, -2.8526, 3.4889], [0.6380, -5.7977, -4.3920], [-2.6436, -1.2862, -0.9073], [-3.0657, 1.1076, 1.6874], [-3.3291, -4.0073, 0.1446], [-3.3198, -1.1894, 3.0207], [3.2430, 0.6925, -0.7229], [0.9175, 1.9418, -4.2572], [-1.8034, 0.4994, 4.2116], [1.1624, -5.0199, -1.7798], [-0.3030, 2.4485, 2.1016], [4.4235, 0.0121, -1.4055], [2.4831, 3.5955, -7.2017], [-2.6083, -2.7213, 1.1725], [2.5835, -0.6368, 2.5716], [-5.3394, 4.3433, 2.8490], [-4.0425, 4.9728, 3.7713], [-4.2702, -0.2864, 4.1798], [0.3529, -1.3268, 4.3373], [-4.8404, -2.2272, 0.5046], [0.1390, -3.2247, -2.9108], [2.4825, 2.3058, 3.8417], [3.5627, 3.0863, -5.1288], [0.9039, 2.8157, -6.5395], [0.8358, -2.9504, -0.0847], [-1.6740, -3.2025, -0.1846], [3.3296, 1.2598, -6.7081], [-0.6074, -5.4723, -3.1244], [-4.1706, 5.2445, 2.0049], [-1.3091, 0.3310, 2.6913], [2.3780, 1.6650, -3.3285], [2.8583, -1.1025, 1.1446], [-4.7831, -0.4232, 2.4753], [-3.7083, -2.5161, -1.7170], [0.9581, -4.2920, 5.0950], [-0.2654, 2.3585, -0.6850], [1.1944, 2.7351, 2.1665], [0.5992, -3.2344, 6.4362], [3.3905, 3.6836, -2.0969], [0.6253, 2.9570, -1.7765], [1.7124, -3.5113, -3.7831], [2.1418, 0.6440, -5.8807], [2.3601, -1.9526, 5.6709], [1.6047, 4.2580, -5.9139], [-0.9407, -2.3698, 4.7820]], "mulliken_charge": [1.492, -0.506, -0.101, -0.692, -0.456, -0.162, -0.233, -0.530, -0.700, -0.490, -0.684, -0.640, -0.219, -0.566, -0.546, -0.589, -0.522, -0.620, -0.716, -0.576, -1.381, -0.219, -0.850, 0.179, -0.409, -0.733, -1.025, -1.417, 1.145, -0.513, -0.592, -0.410, -0.754, 0.367, 0.360, 0.282, 0.267, 0.235, 0.405, 0.294, 0.380, 0.073, 0.295, -0.102, 0.097, 0.475, 0.201, 0.226, 0.369, 0.296, 0.344, 0.241, 0.316, 0.412, -0.002, 0.288, 0.321, 0.308, 0.420, 0.135, 0.305, -0.027, 0.265, 0.267, 0.329, 0.347, -0.108, 0.271, 0.209, 0.265, -0.030, 0.312, 0.408, 0.314, 0.246, 0.290, 0.377, 0.306, 0.271, 0.249, 0.370, 0.302, 0.279, 0.302, 0.300, 0.314]}

***

{"formula": "C14H54N10O13", "method": "ωB97M-V/def2-TZVPD", "total_charge": 0, "total_energy_ev": -56904.49554, "relative_energy_ev": 7.782, "e_homo_ev": -8.9, "lumo_energy_ha": -0.004, "species": ["O", "O", "O", "O", "O", "O", "O", "O", "O", "O", "O", "O", "O", "N", "N", "N", "N", "N", "N", "N", "N", "N", "N", "C", "C", "C", "C", "C", "C", "C", "C", "C", "C", "C", "C", "C", "C", "H", "H", "H", "H", "H", "H", "H", "H", "H", "H", "H", "H", "H", "H", "H", "H", "H", "H", "H", "H", "H", "H", "H", "H", "H", "H", "H", "H", "H", "H", "H", "H", "H", "H", "H", "H", "H", "H", "H", "H", "H", "H", "H", "H", "H", "H", "H", "H", "H", "H", "H", "H", "H", "H"], "positions_angstrom": [[0.0750, -1.9230, -2.4726], [0.7050, 1.7840, 0.9914], [-3.4660, 0.5140, 2.1144], [3.6360, -1.7680, 0.3544], [1.8950, 2.9090, 4.2434], [4.4140, 2.9380, 0.9234], [-2.2780, 1.4170, -0.9226], [-4.3010, -0.2820, -3.8836], [2.5770, 3.6540, -2.7056], [-0.6120, -2.9390, 2.8144], [1.8350, 0.2530, 3.6304], [1.9870, 0.7830, -2.5136], [-1.5930, -4.4260, -2.3106], [0.0550, 3.6360, 2.9124], [0.1700, -2.6940, 0.6954], [1.3550, -0.5370, 1.0214], [-2.2880, -3.0070, -0.3716], [-3.7670, -4.3380, -1.2926], [-0.0240, -4.7400, 1.5164], [0.1350, 0.2240, -0.6136], [-4.7310, -2.3750, -2.7366], [-3.5470, -0.8980, -1.6006], [0.2930, 4.6190, 4.7824], [0.4710, 0.2160, 4.1564], [-0.0260, -3.4540, 1.7024], [-2.8150, 1.9500, -2.1166], [3.9240, 1.7970, 0.2334], [0.3150, 3.5450, -1.8046], [1.7160, 4.1470, -1.6966], [0.7440, 3.7020, 3.9834], [-2.1330, 0.0510, 1.8724], [3.8510, -2.1710, 1.6774], [-2.5320, -3.9090, -1.3076], [0.8050, 0.4840, 0.4464], [2.6530, -0.3450, -2.5166], [-4.2040, -1.2000, -2.7576], [-0.5130, -1.4060, -3.6076], [0.4430, 2.9580, 2.2554], [-1.5940, -1.5450, -3.5676], [-2.8840, -2.8080, 0.3614], [1.7150, 5.2540, -1.8736], [0.0270, -0.6410, -1.0996], [4.7110, 1.3710, -0.3156], [3.0830, 1.9930, -0.4176], [-1.2610, -2.7750, -0.1206], [3.4400, -1.3720, 2.3584], [3.6690, 1.0880, 1.0404], [-0.1750, 0.6240, 3.3934], [2.6470, -0.7900, -3.5656], [2.3020, -1.0900, -1.8266], [0.7190, -3.0970, -0.0906], [-2.5930, 1.9730, -0.1966], [3.6550, -0.0400, -2.2926], [-0.0640, -1.7370, -4.4966], [1.4210, 0.7000, -1.7676], [-2.5090, 1.6120, -3.1126], [-1.9960, -0.4310, 0.9224], [0.2280, -0.8500, 4.3144], [2.2810, 3.9130, -0.7826], [-0.2630, 5.4730, 4.4924], [-4.4870, -4.1700, -0.5256], [0.3940, -5.1680, 0.7004], [-0.5190, 4.3400, 2.3974], [0.3620, 2.5270, -1.4776], [0.2130, 0.6640, 5.1304], [-1.4660, 0.9430, 1.8474], [-1.8400, -0.5810, 2.7364], [-3.8650, 2.0610, -2.1566], [4.5950, 3.6120, 0.2424], [-5.0490, -2.6750, -3.6956], [2.0850, -1.1220, 0.5674], [-3.0190, -0.0460, -1.7126], [-4.3700, -3.1580, -2.1246], [-3.0620, -1.6720, -1.0726], [0.1670, -2.8860, -2.4346], [-0.2530, -0.3170, -3.5636], [4.9030, -2.2050, 1.7704], [-2.5140, 3.0220, -2.0206], [3.2530, -3.0430, 1.8594], [0.3550, -1.7060, 0.9184], [-0.2570, 3.9840, -0.9396], [-0.2630, 3.7470, -2.7136], [0.9600, 4.7190, 5.5984], [-3.8520, 1.0350, 1.4174], [-0.1600, -5.3070, 2.4744], [4.4650, -1.7530, 0.0034], [1.5740, -0.3230, 1.9794], [2.2390, 1.0630, 3.8614], [-3.9570, -5.1630, -1.9126], [-0.7470, 0.8750, -0.6496], [2.3290, 2.7130, -2.9556]], "mulliken_charge": [-0.556, -0.843, -0.622, -0.541, -0.757, -0.593, -0.547, -0.691, -0.638, -0.747, -0.500, -0.503, -0.729, -0.200, 0.149, 0.714, -0.058, -0.457, -0.352, 1.930, -0.360, -0.135, -0.424, -0.268, 0.324, -1.151, -0.031, -0.218, -0.066, 0.434, -0.041, -0.770, 0.249, -0.164, -0.595, 0.331, -0.502, 0.386, 0.063, 0.397, 0.374, -0.799, 0.436, -0.076, -0.273, 0.105, -0.071, -0.301, 0.222, 0.027, 0.199, 0.094, 0.385, 0.446, -0.122, 0.417, 0.068, 0.221, -0.098, 0.228, 0.339, 0.204, 0.291, -0.156, 0.365, 0.167, 0.237, 0.412, 0.324, 0.288, 0.378, -0.007, 0.377, 0.689, 0.246, 0.056, 0.529, 0.287, 0.107, -0.200, 0.300, 0.328, 0.322, 0.340, 0.339, 0.343, 0.176, 0.319, 0.348, -0.567, 0.423]}